P) Computed, not measured: a structure of composition C4H9N3O2, with ωB97M-V with the def2-TZVPD basis set.

Element x y z (Å)
C (1.222, 0.247, 1.125)
C (1.854, 0.092, -0.219)
C (-0.918, -0.362, -0.107)
C (-0.034, 0.617, 0.334)
N (-1.905, -0.082, -1.047)
N (-1.008, -1.618, 0.478)
N (-0.289, 2.007, 0.243)
O (1.554, -1.291, -0.706)
O (2.660, 0.769, -0.806)
H (1.954, -1.371, -1.585)
H (-0.100, -1.982, 0.731)
H (-2.156, 0.890, -1.155)
H (-2.655, -0.756, -1.099)
H (-1.500, -2.301, -0.082)
H (-0.844, 2.275, -0.557)
H (-0.618, 2.429, 1.102)
H (1.166, -0.675, 1.697)
H (1.615, 1.113, 1.650)

Summary:
HOMO (hartree): -0.256
Kohn-Sham gap (eV): 7.66
E_LUMO (eV): 0.694
Charge: 0

=====

Q) Computed, not measured: a structure of composition C4H9N3O2, with ωB97M-V with the def2-TZVPD basis set.

Element x y z (Å)
C (-2.089, -0.799, 0.389)
C (1.004, -1.855, -0.339)
N (0.819, 0.968, -0.512)
C (-0.487, 0.985, -0.255)
C (0.741, -0.645, 0.524)
N (1.477, 2.181, -0.214)
O (-1.309, 2.017, -0.424)
N (-0.805, -0.141, 0.334)
O (1.297, -0.443, 1.586)
H (-0.738, 2.772, -0.656)
H (2.302, 2.235, -0.804)
H (1.812, 2.121, 0.752)
H (-2.890, -0.063, 0.294)
H (-2.197, -1.533, -0.416)
H (-2.176, -1.322, 1.342)
H (0.602, -1.729, -1.343)
H (2.081, -2.019, -0.395)
H (0.556, -2.730, 0.138)

Summary:
HOMO (hartree): -0.313
Kohn-Sham gap (eV): 9.26
E_LUMO (eV): 0.749
Charge: 0

=====

R) Computed, not measured: a structure of composition C4H9N3O2, with ωB97M-V with the def2-TZVPD basis set.

Element x y z (Å)
C (-1.216, 0.164, -1.329)
C (0.760, 2.481, 1.255)
N (-0.239, -0.901, 0.024)
C (0.695, -1.735, -0.672)
C (0.171, 1.286, 0.592)
N (-1.224, -1.669, 0.689)
O (1.643, -0.989, -1.254)
N (0.454, 0.111, 0.921)
O (0.606, -2.928, -0.758)
H (2.245, -1.598, -1.707)
H (-1.722, -1.017, 1.287)
H (-0.789, -2.368, 1.288)
H (1.380, 3.018, 0.532)
H (-1.935, 0.815, -0.855)
H (-0.507, 0.673, -1.963)
H (-1.641, -0.752, -1.729)
H (-0.040, 3.169, 1.542)
H (1.361, 2.239, 2.138)

Summary:
HOMO (spin up / spin down) (hartree): -0.253 / -0.253
Kohn-Sham gap (spin up / spin down) (eV): 7.06 / 7.06
E_LUMO (spin up / spin down) (eV): 0.173 / 0.172
Charge: 0

=====

S) Computed, not measured: a structure of composition C4H9N3O2, with ωB97M-V with the def2-TZVPD basis set.

Element x y z (Å)
C (-0.471, -0.848, 1.624)
C (0.592, -0.634, -0.613)
C (0.112, -0.019, -1.790)
C (-0.049, 1.482, -1.615)
H (0.525, -1.458, 3.251)
H (1.479, -1.665, 1.683)
H (-1.312, 0.144, 3.350)
H (-1.362, -0.410, -0.315)
H (-0.845, -0.647, -2.251)
H (0.870, -0.107, -2.584)
H (-1.031, 1.952, -1.313)
H (-0.012, 1.908, -2.528)
H (0.388, 2.100, 0.038)
N (0.465, -1.755, 2.188)
N (-1.530, -0.147, 2.027)
N (-0.494, -0.963, 0.060)
O (1.727, -1.109, -0.398)
O (0.948, 2.177, -0.814)

Summary:
HOMO (hartree): -0.361
Kohn-Sham gap (eV): 10.27
E_LUMO (eV): 0.436
Charge: 0

=====

Short version: R) is the least stable of them.

=====

P) Computed, not measured: a cluster of 2 separate species, C4H9N3O2 in total, with ωB97M-V with the def2-TZVPD basis set.

Element x y z (Å)
C (0.911, 2.196, 2.449)
C (-1.506, -2.777, -0.558)
C (-0.157, -1.503, 0.799)
C (0.335, -1.799, -1.494)
N (0.456, 2.103, 1.265)
N (-0.501, -2.029, -0.320)
N (-0.855, -1.376, 2.056)
O (-0.095, -0.973, 2.985)
O (-2.053, -1.602, 2.122)
H (1.960, 1.941, 2.752)
H (0.336, 2.488, 3.402)
H (-2.192, -2.983, 0.276)
H (-1.489, -3.431, -1.409)
H (0.724, -0.803, 0.701)
H (0.104, -2.589, -2.214)
H (0.259, -0.780, -1.931)
H (1.445, -2.000, -1.280)
H (-0.549, 2.205, 1.290)

Summary:
HOMO (spin up / spin down) (hartree): -0.294 / -0.294
Kohn-Sham gap (spin up / spin down) (eV): 7.90 / 7.91
E_LUMO (spin up / spin down) (eV): -0.101 / -0.102
Charge: 0

=====

Q) Computed, not measured: a structure of composition C4H9N3O2, with ωB97M-V with the def2-TZVPD basis set.

Element x y z (Å)
C (-0.635, -0.512, 0.217)
C (0.608, -1.164, 0.751)
C (1.619, -1.365, -0.307)
C (-0.507, 1.060, 0.193)
H (-3.393, -1.098, -0.645)
H (-2.813, 0.489, -0.952)
H (0.297, -2.223, 1.148)
H (1.203, -0.777, 1.658)
H (2.301, -2.276, -0.172)
H (1.124, -1.344, -1.370)
H (2.091, 0.510, -0.631)
H (-1.325, 1.707, 0.698)
H (0.860, 3.726, -0.562)
N (-2.900, -0.326, -0.268)
N (-1.779, -1.002, 0.208)
N (0.503, 1.797, -0.036)
O (2.612, -0.290, -0.187)
O (0.135, 3.087, 0.258)

Summary:
HOMO (hartree): -0.345
Kohn-Sham gap (eV): 9.45
E_LUMO (eV): 0.068
Charge: 0

=====

Short version: P) is the least stable of them.

=====

P) Computed, not measured: a cluster of 2 separate species, C4H9N2O2S in total, with ωB97M-V with the def2-TZVPD basis set.

Element x y z (Å)
C (1.174, 1.828, 0.012)
C (-0.857, -0.847, -0.348)
C (-1.167, -2.262, -0.183)
C (1.277, -0.470, 0.691)
N (1.294, 0.891, 0.936)
N (1.100, 1.564, -1.269)
O (-1.283, 1.643, 0.310)
O (-3.269, 0.211, -0.089)
S (-1.904, 0.336, 0.316)
H (1.187, 2.862, 0.334)
H (-0.694, -2.813, -1.003)
H (-2.247, -2.423, -0.251)
H (-0.808, -2.706, 0.749)
H (1.224, -1.099, 1.560)
H (1.840, -0.835, -0.149)
H (1.240, 1.197, 1.903)
H (0.964, 2.308, -1.938)
H (0.929, 0.615, -1.581)

Summary:
HOMO (hartree): -0.475
Kohn-Sham gap (eV): 7.57
E_LUMO (eV): -5.351
Charge: +1

=====

Q) Computed, not measured: a structure of composition C4H9N2O2S, with ωB97M-V with the def2-TZVPD basis set.

Element x y z (Å)
C (1.612, 1.323, 0.032)
C (-1.251, 1.034, -0.262)
C (-3.217, -0.019, -0.566)
C (0.946, -2.085, 0.790)
N (0.626, 0.505, -0.131)
N (2.891, 1.092, 0.122)
O (-1.561, 2.147, -0.230)
O (-1.789, -0.080, -0.352)
S (0.682, -1.125, -0.717)
H (1.455, 2.394, 0.140)
H (-3.639, -0.893, 0.005)
H (-3.669, -0.065, -1.503)
H (-3.538, 0.888, -0.136)
H (1.932, -1.652, 1.038)
H (1.269, -3.078, 0.236)
H (0.318, -2.263, 1.577)
H (3.708, 1.685, 0.029)
H (3.224, 0.192, -0.072)

Summary:
HOMO (hartree): -0.475
Kohn-Sham gap (eV): 9.67
E_LUMO (eV): -3.264
Charge: +1

=====

Short version: P) is the least stable of them.

=====

P) Computed, not measured: a structure of composition C5H13NO3, with ωB97M-V with the def2-TZVPD basis set.

Element x y z (Å)
C (0.513, -0.243, 0.026)
C (-0.389, 0.234, -0.999)
C (-0.071, -1.219, -2.219)
C (-0.205, 1.531, 0.984)
C (-0.035, 1.205, 2.458)
N (1.861, -0.049, -0.112)
O (0.161, -1.365, 0.694)
O (-1.751, -0.022, -0.843)
O (-0.666, -2.397, -1.694)
H (-0.248, -2.002, 0.066)
H (-1.957, 0.186, 0.083)
H (-1.611, -2.212, -1.616)
H (-0.092, 1.105, -1.567)
H (2.443, -0.850, 0.083)
H (2.233, 0.832, 0.207)
H (-0.569, -0.885, -3.131)
H (0.981, -1.422, -2.408)
H (-1.174, 2.006, 0.805)
H (0.547, 2.245, 0.639)
H (-0.121, 2.086, 3.105)
H (-0.789, 0.485, 2.785)
H (0.939, 0.749, 2.655)

Summary:
HOMO (hartree): -0.262
Kohn-Sham gap (eV): 7.91
E_LUMO (eV): 0.783
Charge: 0

=====

Q) Computed, not measured: the molecule C5H13NO3, with ωB97M-V with the def2-TZVPD basis set.

Element x y z (Å)
C (2.410, 0.334, 0.398)
C (1.475, 0.396, -0.790)
O (2.118, -0.271, -1.881)
C (-0.062, -0.225, -0.712)
O (-0.796, 0.451, -1.720)
C (-0.572, -0.155, 0.711)
N (-0.212, -1.283, 1.538)
C (-2.268, -0.061, 0.604)
O (-2.626, 1.202, 0.025)
H (3.392, 0.747, 0.138)
H (2.032, 0.925, 1.237)
H (2.593, -0.698, 0.712)
H (1.365, 1.443, -1.092)
H (1.487, -0.230, -2.623)
H (0.003, -1.269, -1.038)
H (-1.413, 1.080, -1.278)
H (-0.283, 0.784, 1.191)
H (-0.434, -2.171, 1.091)
H (0.770, -1.299, 1.797)
H (-2.705, -0.871, 0.012)
H (-2.678, -0.105, 1.618)
H (-3.596, 1.276, 0.063)

Summary:
HOMO (hartree): -0.331
Kohn-Sham gap (eV): 9.70
E_LUMO (eV): 0.696
Charge: 0

=====

Short version: P) is the least stable of them.

=====

P) Computed, not measured: a cluster of 2 separate species, C2H8NO2 in total, with ωB97M-V with the def2-TZVPD basis set.

Element x y z (Å)
C (2.430, -0.005, -0.001)
C (-1.535, -0.540, -0.005)
N (-2.843, 0.320, 0.017)
O (-1.623, -1.700, 0.114)
O (-0.551, 0.287, -0.026)
H (1.980, -0.929, 0.168)
H (2.167, 0.808, 0.628)
H (2.178, 0.183, -1.080)
H (-3.459, 0.110, 0.774)
H (-3.425, 0.116, -0.875)
H (-2.470, 1.353, 0.147)
H (3.423, -0.205, 0.251)
H (0.411, -0.002, -0.243)

Summary:
HOMO (hartree): -0.614
Kohn-Sham gap (eV): 12.50
E_LUMO (eV): -4.201
Charge: +1

=====

Q) Computed, not measured: a structure of composition C2H8NO2, with ωB97M-V with the def2-TZVPD basis set.

Element x y z (Å)
C (-1.421, -0.543, 0.072)
C (0.563, -0.318, -0.017)
N (0.774, 1.242, 0.075)
O (0.863, -0.698, -1.253)
O (1.326, -0.756, 0.946)
H (-1.427, -1.347, -0.717)
H (-1.639, -1.186, 0.955)
H (-1.780, 0.461, -0.227)
H (0.143, 1.688, -0.634)
H (1.708, 1.744, -0.067)
H (0.423, 1.481, 1.026)
H (1.690, -1.211, -1.314)
H (0.920, -1.526, 1.319)

Summary:
HOMO (hartree): -0.549
Kohn-Sham gap (eV): 11.31
E_LUMO (eV): -3.642
Charge: +1

=====

Short version: Q) is the least stable of them.

=====

P) Computed, not measured: the molecule H8N2Si2, with ωB97M-V with the def2-TZVPD basis set.

Element x y z (Å)
N (-1.313, 0.213, -1.413)
N (-0.177, -0.741, -1.203)
Si (1.121, 0.031, -0.350)
Si (0.148, 0.168, 1.824)
H (-1.015, 1.157, -1.577)
H (-1.859, 0.147, -0.542)
H (-0.072, -1.573, -1.776)
H (2.169, -0.959, -0.613)
H (1.253, 1.373, -1.089)
H (-0.748, -1.031, 1.802)
H (1.150, -0.074, 2.852)
H (-0.658, 1.289, 2.085)

Summary:
HOMO (hartree): -0.324
Kohn-Sham gap (eV): 9.64
E_LUMO (eV): 0.816
Charge: 0

=====

Q) Computed, not measured: the molecule H8N2Si2, with ωB97M-V with the def2-TZVPD basis set.

Element x y z (Å)
N (2.630, -0.084, 0.027)
N (1.382, 0.705, -0.081)
Si (-0.276, -0.692, -0.114)
Si (-2.356, 0.283, -0.062)
H (3.162, 0.074, -0.961)
H (3.065, 0.359, 0.774)
H (1.138, 0.941, 0.864)
H (-0.190, -1.301, -1.607)
H (-0.125, -1.776, 1.001)
H (-3.408, -0.574, -0.324)
H (-2.698, 0.569, 1.427)
H (-2.325, 1.496, -0.944)

Summary:
HOMO (hartree): -0.306
Kohn-Sham gap (eV): 8.83
E_LUMO (eV): 0.521
Charge: 0

=====

Short version: Q) is the least stable of them.

=====

P) Computed, not measured: a cluster of 2 separate species, C5H14NO in total, with ωB97M-V with the def2-TZVPD basis set.

Element x y z (Å)
C (-0.505, -1.448, -0.043)
C (0.143, -0.422, 0.947)
C (1.337, 0.305, 0.408)
C (1.130, 1.511, -0.291)
C (2.693, -0.148, 0.679)
N (-1.182, -0.754, -1.240)
H (-1.321, -1.960, 0.453)
H (0.272, -2.086, -0.444)
H (-0.657, 0.273, 1.224)
H (0.417, -0.944, 1.862)
H (0.242, 2.054, 0.022)
H (1.835, 1.982, -0.963)
H (3.390, 0.387, 0.034)
H (2.729, -1.228, 0.454)
H (3.022, -0.029, 1.718)
H (-0.460, -0.194, -1.700)
H (-1.904, -0.112, -0.852)
H (-1.512, -1.429, -1.933)
H (-3.887, 1.027, 0.105)
H (-2.834, 2.081, -0.301)
O (-2.949, 1.134, -0.139)

Summary:
HOMO (spin up / spin down) (hartree): -0.729 / -0.730
Kohn-Sham gap (spin up / spin down) (eV): 10.79 / 7.59
E_LUMO (spin up / spin down) (eV): -9.061 / -12.265
2S+1: 2
Charge: +2
Expectation value of S²: 0.753

=====

Q) Computed, not measured: a cluster of 2 separate species, C5H14NO in total, with ωB97M-V with the def2-TZVPD basis set.

Element x y z (Å)
C (0.869, 1.741, 0.862)
C (0.088, 0.723, -0.055)
C (-0.362, -0.595, 0.741)
C (0.868, -1.318, 1.311)
C (1.674, -2.155, 0.576)
N (-1.148, 1.393, -0.625)
H (0.778, 2.752, 0.534)
H (1.954, 1.535, 0.774)
H (0.495, 1.689, 1.881)
H (0.642, 0.409, -0.944)
H (-1.018, -0.373, 1.674)
H (-0.943, -1.212, 0.116)
H (1.021, -1.534, 2.361)
H (2.088, -3.122, 0.944)
H (1.935, -1.806, -0.448)
H (-1.781, 1.529, 0.234)
H (-0.947, 2.393, -0.934)
H (-1.715, 0.845, -1.300)
H (-1.435, -1.701, -2.209)
H (-1.601, -0.445, -3.214)
O (-1.463, -0.746, -2.280)

Summary:
HOMO (spin up / spin down) (hartree): -0.725 / -0.725
Kohn-Sham gap (spin up / spin down) (eV): 10.36 / 7.35
E_LUMO (spin up / spin down) (eV): -9.370 / -12.384
2S+1: 2
Charge: +2
Expectation value of S²: 0.754

=====

Short version: Q) is the least stable of them.

=====

P) Computed, not measured: a structure of composition C3H3I3O, with ωB97M-V with the def2-TZVPD basis set.

Element x y z (Å)
C (0.969, -0.568, -1.152)
C (-0.182, -0.002, -0.818)
C (-0.514, 0.128, 0.823)
O (0.326, -0.569, 1.595)
I (-1.759, 0.404, -2.009)
I (-2.538, -0.209, 1.400)
I (-0.064, 2.366, 1.014)
H (1.076, -0.713, -2.363)
H (1.815, -0.883, -0.557)
H (0.871, 0.046, 2.067)

Summary:
HOMO (hartree): -0.336
Kohn-Sham gap (eV): 8.59
E_LUMO (eV): -0.546
Charge: 0

=====

Q) Computed, not measured: a structure of composition C3H3I3O, with ωB97M-V with the def2-TZVPD basis set.

Element x y z (Å)
C (-2.231, 2.339, 0.528)
C (-1.434, 1.821, -0.162)
C (0.276, -0.513, 1.293)
O (0.855, 0.198, 2.069)
I (-1.493, -1.509, 1.639)
I (1.208, -0.899, -0.667)
I (2.275, -4.732, 0.799)
H (-3.191, 2.588, 1.077)
H (1.480, -3.875, 2.024)
H (-0.520, 1.676, -0.789)

Summary:
HOMO (hartree): -0.358
Kohn-Sham gap (eV): 8.79
E_LUMO (eV): -0.962
Charge: 0

=====

Short version: Q) is the least stable of them.